Record 1
A molecular structure, C42H33BrF4N6O4PY, computed with ωB97M-V with the def2-TZVPD basis set.

XYZ file:
```
92
Properties=species:S:1:pos:R:3:mulliken_charge:R:1
Y -0.405 0.237 -0.129 0.1863
C 1.821 1.376 2.241 -2.5819
C 0.628 0.835 3.022 -0.1959
C 0.921 -1.398 2.106 -0.4588
C 1.224 -2.363 3.053 -1.1100
C 2.050 -3.405 2.660 -1.1108
C 2.515 -3.449 1.353 -1.1585
C 2.131 -2.452 0.475 -0.2824
N 1.347 -1.433 0.847 1.4596
N 1.335 1.901 0.945 1.4866
C 0.730 3.235 1.158 -1.2199
C -0.065 3.680 -0.041 0.1618
C -0.229 5.025 -0.322 -1.0885
C -1.006 5.395 -1.407 -0.6365
C -1.590 4.403 -2.180 -1.0755
C -1.378 3.084 -1.831 -0.4518
N -0.625 2.716 -0.782 0.6241
C 2.453 2.067 -0.022 -1.3498
C 2.722 0.917 -0.963 0.7230
C 4.015 0.657 -1.379 -1.1439
C 4.235 -0.287 -2.373 -0.7434
C 3.151 -0.956 -2.915 -0.7878
C 1.890 -0.663 -2.426 -0.2606
N 1.671 0.258 -1.481 0.6335
H 2.536 0.575 2.044 0.4464
H 2.342 2.159 2.807 0.4057
H -0.156 1.586 3.139 0.7621
H 1.295 1.255 4.978 0.4818
H 0.777 -2.324 4.039 0.5577
H 2.313 -4.185 3.362 0.5338
H 3.147 -4.255 1.011 0.5044
H 2.448 -2.467 -0.560 0.2984
H 1.508 3.974 1.386 0.5408
H 0.069 3.203 2.026 0.5580
H 0.245 5.771 0.302 0.5571
H -1.153 6.440 -1.645 0.4582
H -2.205 4.641 -3.035 0.5359
H -1.835 2.288 -2.402 0.6303
H 3.372 2.335 0.509 0.4426
H 2.204 2.922 -0.656 0.5048
H 4.844 1.199 -0.943 0.5286
H 5.240 -0.492 -2.716 0.4647
H 3.271 -1.698 -3.691 0.5311
H 1.018 -1.195 -2.799 0.3776
O -3.550 -1.499 4.706 -0.5690
C -2.525 -0.892 5.245 0.1660
O -2.492 -0.566 6.400 -0.5887
C -1.303 -0.565 4.356 1.1835
C -0.284 -0.059 5.106 -1.0571
N 0.951 0.448 4.450 0.3694
N 0.039 -0.288 2.365 2.1310
C -1.227 -0.718 2.956 -2.1386
C -2.077 -1.339 1.971 1.0619
O -3.167 -1.875 2.183 -0.9198
O -1.572 -1.290 0.745 0.6580
H -3.448 -1.722 3.730 0.3901
H -0.341 0.129 6.163 0.6180
H 1.707 -0.249 4.449 0.5365
F -7.259 -1.938 0.899 -0.2787
C -6.187 -1.638 0.189 0.6731
C -5.827 -2.411 -0.898 0.3931
F -6.557 -3.458 -1.250 -0.2879
C -4.691 -2.077 -1.625 -0.0165
F -4.399 -2.828 -2.688 -0.4052
C -3.885 -1.001 -1.290 0.2388
P -2.299 -0.723 -2.133 2.3208
C -2.646 0.014 -3.746 0.5426
C -1.580 0.619 -4.415 0.0564
C -1.762 1.169 -5.674 -0.8224
C -3.019 1.132 -6.265 -0.8313
C -4.083 0.538 -5.601 -0.6888
C -3.899 -0.027 -4.348 -1.0820
C -1.600 -2.375 -2.481 0.8297
C -1.595 -3.372 -1.504 -0.4342
C -0.974 -4.586 -1.759 -0.7707
C -0.348 -4.815 -2.977 -0.8444
C -0.361 -3.831 -3.955 -0.6530
C -0.989 -2.617 -3.713 -0.8932
C -4.295 -0.221 -0.204 -0.8256
Br -3.352 1.330 0.359 -0.0027
C -5.419 -0.530 0.528 0.3718
F -5.783 0.204 1.568 -0.3933
H -0.595 0.653 -3.954 0.3851
H -0.929 1.626 -6.191 0.4906
H -3.168 1.563 -7.245 0.4235
H -5.059 0.507 -6.065 0.4499
H -4.736 -0.499 -3.848 0.3250
H -2.086 -3.205 -0.555 0.2182
H -0.998 -5.363 -1.007 0.5396
H 0.124 -5.768 -3.173 0.4507
H 0.094 -4.015 -4.918 0.5141
H -1.021 -1.873 -4.499 0.4272
```

Output
Relative energy (zero: lowest compared OMol25 entry of this formula, charge and spin) = 2.5116 eV
Lowest unoccupied orbital energy = -5.28 eV
Max |F| = 0.70 eV/Å
Net charge = +2
Frontier orbital gap = 6.80 eV



Record 2
A molecular structure, C42H33Cl2NO3P2RuS2 at a distorted geometry, computed with ωB97M-V with the def2-TZVPD basis set.

XYZ file:
```
86
Properties=species:S:1:pos:R:3:mulliken_charge:R:1
Ru -0.110 0.384 0.017 1.3475
O -2.916 2.864 1.506 -0.7087
S -2.031 1.768 1.732 1.3322
O -2.320 0.555 0.931 -0.6691
O -0.583 2.084 1.587 -0.6317
C -2.079 1.243 3.432 0.3155
C -2.878 1.825 4.393 -0.5611
C -2.824 1.338 5.691 -0.6536
C -1.986 0.275 5.997 -0.7154
C -1.157 -0.275 5.034 -0.5664
C -1.187 0.227 3.735 -0.4080
P -0.017 -0.405 2.479 1.7953
C -0.110 -2.189 2.886 0.5431
C 0.737 -2.860 3.761 -0.1858
C 0.548 -4.211 4.001 -0.7447
C -0.472 -4.903 3.369 -0.6473
C -1.335 -4.234 2.513 -0.8382
C -1.159 -2.883 2.281 -0.8960
C 1.586 0.174 3.108 0.5210
C 1.703 1.396 3.766 -0.8570
C 2.955 1.889 4.090 -0.7863
C 4.096 1.169 3.775 -0.7050
C 3.984 -0.058 3.140 -0.9059
C 2.739 -0.545 2.788 -0.4626
H -3.520 2.649 4.122 0.5716
H -3.439 1.787 6.457 0.4150
H -1.968 -0.122 7.000 0.4470
H -0.487 -1.083 5.290 0.4497
H 1.536 -2.332 4.263 0.4907
H 1.198 -4.725 4.692 0.4555
H -0.601 -5.959 3.549 0.4151
H -2.145 -4.766 2.036 0.4679
H -1.849 -2.333 1.648 0.5659
H 0.818 1.964 4.012 0.4229
H 3.038 2.843 4.587 0.4713
H 5.072 1.563 4.014 0.4379
H 4.869 -0.636 2.920 0.4797
H 2.655 -1.487 2.260 0.5878
Cl 2.487 0.227 -0.223 -0.1463
C 3.160 1.721 -0.742 0.4408
C 4.529 1.798 -0.914 -0.6635
C 5.095 2.997 -1.313 -0.5577
C 4.300 4.110 -1.531 -0.5702
C 2.930 4.028 -1.361 0.1896
Cl 1.947 5.402 -1.619 -0.1793
C 2.315 2.819 -0.965 0.0629
S 0.601 2.755 -0.799 0.0750
H 5.138 0.923 -0.751 0.4917
H 6.162 3.068 -1.447 0.4411
H 4.745 5.041 -1.839 0.4819
N 0.179 -2.209 -0.523 0.0516
C 0.183 -2.521 -1.904 -0.3977
C 0.851 -3.633 -2.404 -0.6186
C 0.796 -3.925 -3.755 -0.6822
C 0.074 -3.121 -4.622 -0.9760
C -0.556 -1.988 -4.141 -0.0019
C -0.493 -1.675 -2.788 -0.0990
P -1.142 -0.082 -2.178 2.0138
C -0.409 1.015 -3.439 0.3070
C 0.985 0.989 -3.519 -0.5841
C 1.650 1.801 -4.414 -0.6439
C 0.930 2.653 -5.239 -0.7552
C -0.453 2.681 -5.166 -0.6265
C -1.127 1.870 -4.264 -0.5734
C -2.914 -0.101 -2.531 0.6667
C -3.630 1.073 -2.293 -0.8005
C -4.978 1.125 -2.598 -0.7884
C -5.620 0.001 -3.099 -0.6025
C -4.919 -1.181 -3.285 -0.7126
C -3.567 -1.238 -3.000 -0.6489
H -0.766 -2.254 -0.143 0.1516
H 0.787 -2.826 0.009 0.1891
H 1.404 -4.274 -1.733 0.4934
H 1.312 -4.794 -4.131 0.4277
H 0.015 -3.365 -5.672 0.4402
H -1.084 -1.325 -4.811 0.5459
H 1.545 0.322 -2.872 0.4651
H 2.729 1.772 -4.453 0.4955
H 1.446 3.305 -5.927 0.4257
H -1.022 3.329 -5.815 0.4494
H -2.204 1.901 -4.212 0.4500
H -3.128 1.931 -1.860 0.5741
H -5.531 2.039 -2.436 0.4517
H -6.671 0.046 -3.342 0.4113
H -5.425 -2.063 -3.652 0.4393
H -3.018 -2.157 -3.151 0.4068
```

Output
2S+1 = 6
Lowest unoccupied orbital energy (alpha / beta) = -1.92 / -5.28 eV
Max |F| = 1.06 eV/Å
Net charge = +1
Frontier orbital gap (alpha / beta) = 8.24 / 5.76 eV



Record 3
A molecular structure, C42H33Cl4N5O3SSr at a distorted geometry, computed with ωB97M-V with the def2-TZVPD basis set.

XYZ file:
```
89
Properties=species:S:1:pos:R:3:mulliken_charge:R:1
Sr 0.347 0.067 1.186 2.4272
C 1.539 0.942 -2.728 -0.9056
N 0.215 0.357 -2.564 0.8335
C 0.146 -0.907 -3.286 -0.5038
C -1.157 -1.636 -3.093 0.3098
C -2.048 -1.810 -4.143 -1.0250
C -3.246 -2.468 -3.900 -0.5400
C -3.508 -2.917 -2.621 -0.9891
C -2.550 -2.702 -1.634 -0.2898
N -1.393 -2.092 -1.865 0.5833
C -0.823 1.280 -2.986 -1.3203
C -2.126 1.173 -2.220 0.7475
C -3.316 1.570 -2.827 -1.0869
C -4.483 1.543 -2.086 -0.4068
C -4.426 1.128 -0.765 -0.9819
C -3.193 0.766 -0.246 -0.4136
N -2.067 0.784 -0.955 0.5666
C 2.619 0.105 -2.090 0.2295
C 3.591 -0.567 -2.812 -0.6564
C 4.578 -1.255 -2.116 -0.5423
C 4.561 -1.232 -0.735 -0.6007
C 3.542 -0.538 -0.093 -0.2348
N 2.596 0.115 -0.757 -0.0657
H 1.539 1.907 -2.220 0.5256
H 1.776 1.122 -3.795 0.3379
H 0.956 -1.554 -2.942 0.2876
H 0.292 -0.722 -4.368 0.0612
H -1.812 -1.416 -5.124 0.4273
H -3.963 -2.618 -4.699 0.3736
H -4.423 -3.439 -2.372 0.5003
H -2.723 -3.036 -0.618 0.4276
H -1.027 1.188 -4.068 0.2820
H -0.461 2.299 -2.828 0.6306
H -3.317 1.887 -3.863 0.4287
H -5.425 1.841 -2.532 0.3778
H -5.310 1.084 -0.145 0.4317
H -3.096 0.451 0.785 0.4366
H 3.565 -0.560 -3.895 0.3711
H 5.342 -1.807 -2.648 0.3731
H 5.295 -1.766 -0.150 0.4233
H 3.479 -0.510 0.989 0.4816
Cl -0.592 6.656 3.845 -0.2686
C 0.111 5.103 3.479 0.1766
C 1.254 4.686 4.119 0.1913
Cl 2.028 5.709 5.300 -0.2617
C 1.793 3.419 3.822 0.2590
Cl 3.248 2.881 4.619 -0.2627
C 1.211 2.543 2.901 0.3347
O 1.679 1.370 2.631 -0.9397
C 0.005 2.998 2.203 -0.3732
O -0.532 2.211 1.333 -0.4388
C -0.496 4.259 2.530 -0.1344
Cl -1.933 4.780 1.686 -0.2642
O -1.169 -1.509 1.858 -1.2934
S -0.546 -2.831 1.393 1.8430
C -0.161 -3.747 2.883 0.1154
C 0.342 -5.037 2.783 -0.1446
C 0.697 -5.725 3.936 -0.7258
C 0.564 -5.127 5.181 -0.4797
C 0.076 -3.826 5.267 -0.6665
C -0.281 -3.134 4.122 -0.4957
C -2.574 -3.842 1.704 -0.1365
C -3.734 -3.371 2.323 -0.3400
C -4.963 -4.012 2.186 -0.5927
C -5.067 -5.171 1.421 -0.3520
C -3.928 -5.671 0.799 -0.7176
C -2.716 -5.001 0.941 0.0791
H 0.458 -5.499 1.810 0.3173
H 1.092 -6.731 3.856 0.3818
H 0.847 -5.664 6.079 0.3559
H -0.025 -3.346 6.234 0.3936
H -0.656 -2.119 4.166 0.3806
H -3.679 -2.465 2.924 0.2143
H -5.848 -3.609 2.672 0.3587
H -6.021 -5.675 1.312 0.3322
H -3.994 -6.573 0.195 0.3544
H -1.840 -5.389 0.412 0.1464
N 1.107 -2.199 1.266 -1.0291
C 1.929 -3.122 0.685 -0.1796
C 3.146 -3.490 1.307 0.0127
C 4.019 -4.399 0.736 -0.6724
C 3.730 -5.000 -0.487 -0.5845
C 2.533 -4.665 -1.117 -0.8318
C 1.652 -3.757 -0.553 -0.1278
H 3.364 -3.036 2.268 0.3965
H 4.938 -4.652 1.258 0.3393
H 4.411 -5.718 -0.929 0.3379
H 2.286 -5.113 -2.075 0.3713
H 0.735 -3.491 -1.069 0.3087
```

Output
Relative energy (zero: lowest compared OMol25 entry of this formula, charge and spin) = 1.2631 eV
Lowest unoccupied orbital energy = 3.89 eV
Max |F| = 1.67 eV/Å
Net charge = -2
Frontier orbital gap = 5.26 eV



Record 4
A molecular structure, C42H34Br4N2O3P2ReS3 at a distorted geometry, computed with ωB97M-V with the def2-TZVPD basis set.

XYZ file:
```
91
Properties=species:S:1:pos:R:3:mulliken_charge:R:1
Re -1.288 -0.132 0.288 1.3916
S -1.893 1.018 -1.767 -0.7563
P -1.182 2.610 -0.715 2.2555
C -0.416 1.909 0.666 -1.8141
P 1.215 1.411 0.397 2.1828
S 1.053 -0.416 -0.490 -0.8924
C 2.413 2.439 -0.475 0.2538
C 2.940 2.060 -1.708 -0.4352
C 3.868 2.884 -2.345 -0.7276
C 4.255 4.082 -1.758 -0.4256
C 3.723 4.468 -0.531 -0.8869
C 2.800 3.651 0.109 -0.2432
C 2.008 1.113 2.001 0.4688
C 1.222 0.697 3.079 -0.5629
C 1.829 0.311 4.270 -0.6645
C 3.215 0.336 4.388 -0.5666
C 3.998 0.753 3.320 -0.7365
C 3.397 1.140 2.128 -0.6353
C -2.632 3.540 -0.166 0.1804
C -3.068 3.404 1.147 -0.2657
C -4.249 4.020 1.552 -0.6891
C -4.990 4.767 0.647 -0.5192
C -4.561 4.898 -0.674 -0.6296
C -3.383 4.284 -1.082 -0.4966
C -0.367 3.779 -1.842 0.4373
C -0.089 3.440 -3.166 -0.4711
C 0.467 4.389 -4.025 -0.7645
C 0.758 5.663 -3.559 -0.4129
C 0.497 6.002 -2.233 -0.7493
C -0.063 5.064 -1.374 -0.2419
H 2.635 1.119 -2.154 0.3695
H 4.290 2.586 -3.300 0.3976
H 4.980 4.721 -2.258 0.3861
H 4.029 5.404 -0.075 0.4129
H 2.382 3.943 1.073 0.4980
H 0.151 0.671 2.979 0.3416
H 1.215 -0.014 5.105 0.4352
H 3.683 0.031 5.318 0.3797
H 5.079 0.776 3.415 0.4098
H 4.011 1.464 1.294 0.3855
H -2.478 2.813 1.836 0.3081
H -4.594 3.912 2.576 0.4180
H -5.912 5.245 0.966 0.3818
H -5.147 5.477 -1.381 0.3950
H -3.049 4.374 -2.112 0.4058
H -0.330 2.443 -3.521 0.3853
H 0.662 4.130 -5.064 0.3995
H 1.193 6.399 -4.229 0.3902
H 0.716 7.005 -1.873 0.4155
H -0.282 5.329 -0.343 0.4439
Br -6.675 -1.722 4.430 -0.1770
C -4.928 -1.544 3.746 0.3394
C -3.839 -2.206 4.356 0.1256
Br -4.098 -3.262 5.898 -0.1800
C -2.563 -2.073 3.817 -0.3760
Br -1.060 -2.958 4.531 -0.1004
C -2.348 -1.274 2.682 -0.1650
O -1.175 -1.090 2.084 0.1757
C -3.416 -0.630 2.100 0.2752
O -3.106 0.093 1.024 -0.4322
C -4.706 -0.771 2.610 -0.1252
Br -6.078 0.108 1.672 -0.1165
C 2.180 -2.733 1.914 -0.3225
C 1.567 -4.102 1.611 -1.0665
C 0.184 -4.044 0.967 0.1807
N 0.313 -3.649 -0.457 0.5000
C -0.521 -2.960 -1.171 -0.4431
S -2.044 -2.329 -0.621 -0.4692
N -0.176 -2.771 -2.498 0.3082
C 0.449 -3.640 -3.431 0.0790
O 0.871 -3.177 -4.460 -0.5779
C 0.496 -5.117 -3.153 0.2213
C -0.595 -5.800 -2.621 0.1069
C -0.555 -7.182 -2.504 -0.7218
C 0.577 -7.882 -2.911 -0.3830
C 1.664 -7.199 -3.445 -0.6005
C 1.615 -5.818 -3.582 -0.4126
H 3.161 -2.842 2.392 0.4668
H 1.531 -2.162 2.580 -0.0258
H 2.311 -2.140 1.001 -0.0094
H 1.450 -4.676 2.534 0.4471
H 2.243 -4.675 0.960 0.4140
H -0.447 -3.316 1.456 -0.4090
H -0.302 -5.018 1.025 0.2477
H 1.134 -3.996 -0.934 0.4289
H -0.508 -1.907 -2.889 0.2119
H -1.492 -5.261 -2.317 0.3953
H -1.413 -7.711 -2.109 0.4242
H 0.605 -8.963 -2.822 0.3901
H 2.541 -7.744 -3.775 0.3964
H 2.445 -5.270 -4.025 0.4366
```

Output
Relative energy (zero: lowest compared OMol25 entry of this formula, charge and spin) = 0.8692 eV
2S+1 = 2
Lowest unoccupied orbital energy (alpha / beta) = -1.07 / -0.65 eV
Max |F| = 1.46 eV/Å
Frontier orbital gap (alpha / beta) = 6.36 / 6.67 eV



Record 5
A molecular structure, C42H34Cl3GeN6O3P2SSe2Ti at a distorted geometry, computed with ωB97M-V with the def2-TZVPD basis set.

XYZ file:
```
95
Properties=species:S:1:pos:R:3:mulliken_charge:R:1
Ti 0.080 -2.600 -1.068 -1.0642
O -1.696 -1.969 -0.792 1.0337
C -2.819 -1.696 -1.416 0.1801
C -3.963 -1.383 -0.670 -0.8563
C -5.147 -1.100 -1.313 -0.5555
C -5.237 -1.108 -2.709 -0.8058
C -4.116 -1.404 -3.447 -0.8808
C -2.902 -1.710 -2.815 0.9984
C -1.742 -1.976 -3.615 -0.1212
N -0.584 -2.316 -3.193 0.3564
C 0.472 -2.440 -4.191 -0.9144
C 1.624 -1.605 -3.671 -0.8993
N 1.861 -2.126 -2.326 0.5665
C 3.077 -2.296 -1.965 -0.3857
C 3.497 -3.049 -0.819 0.3430
C 4.825 -3.015 -0.379 -0.7006
C 5.243 -3.850 0.630 -0.7569
C 4.346 -4.770 1.175 -0.8081
C 3.041 -4.852 0.731 -0.4425
C 2.604 -3.964 -0.252 0.4681
O 1.349 -4.032 -0.711 0.6597
H -3.882 -1.367 0.409 0.4939
H -6.023 -0.863 -0.723 0.4346
H -6.174 -0.878 -3.197 0.4392
H -4.158 -1.408 -4.530 0.4148
H -1.876 -1.842 -4.691 0.1682
H 0.129 -2.103 -5.172 0.4421
H 0.775 -3.489 -4.262 0.2379
H 1.340 -0.555 -3.616 0.1773
H 2.512 -1.730 -4.293 0.5717
H 3.869 -1.916 -2.613 0.4045
H 5.516 -2.313 -0.831 0.4351
H 6.260 -3.802 0.994 0.3998
H 4.678 -5.434 1.964 0.4220
H 2.347 -5.557 1.167 0.3375
Se -0.978 3.273 2.782 -0.2429
P -0.811 2.967 0.720 1.0157
C -2.436 2.911 -0.100 0.1597
C -3.504 2.386 0.623 -0.4471
C -4.749 2.261 0.027 -0.6577
C -4.934 2.662 -1.289 -0.4957
C -3.870 3.187 -2.009 -0.8895
C -2.621 3.309 -1.418 -0.3069
C 0.115 4.271 -0.129 0.2870
C -0.371 5.574 -0.039 -0.4467
C 0.327 6.618 -0.621 -0.7155
C 1.526 6.370 -1.279 -0.4792
C 2.019 5.077 -1.359 -0.8012
C 1.312 4.026 -0.790 -0.2480
C -0.089 1.423 0.088 0.2459
C 0.543 0.286 0.591 -0.9827
N 0.642 -0.557 -0.462 1.7356
N 0.136 0.040 -1.539 -0.0983
N -0.308 1.219 -1.235 -0.8743
P 1.325 -0.020 2.200 0.4422
Se 2.629 -1.660 2.334 -0.2608
C 2.286 1.511 2.406 0.3948
C 2.267 2.332 3.524 -0.1147
C 3.132 3.415 3.610 -0.7480
C 4.014 3.692 2.578 -0.6576
C 4.033 2.878 1.453 -0.5721
C 3.180 1.791 1.373 -0.4094
C -0.047 -0.131 3.367 0.5226
C -1.335 -0.340 2.877 0.3002
C -2.396 -0.502 3.756 -0.8540
C -2.181 -0.457 5.125 -0.8370
C -0.894 -0.280 5.615 -0.8337
C 0.170 -0.131 4.741 -0.5107
H -3.358 2.104 1.659 0.3175
H -5.578 1.857 0.594 0.4575
H -5.908 2.568 -1.753 0.4133
H -4.010 3.501 -3.035 0.4063
H -1.789 3.696 -1.992 0.4458
H -1.292 5.770 0.497 0.4078
H -0.059 7.627 -0.555 0.4085
H 2.075 7.188 -1.728 0.3895
H 2.955 4.883 -1.866 0.4280
H 1.691 3.016 -0.863 0.2944
H 1.557 2.168 4.321 0.4912
H 3.098 4.054 4.483 0.4135
H 4.680 4.542 2.646 0.3907
H 4.717 3.087 0.639 0.4467
H 3.216 1.146 0.501 0.3835
H -1.519 -0.376 1.811 0.4924
H -3.394 -0.658 3.365 0.4632
H -3.010 -0.574 5.811 0.4077
H -0.714 -0.268 6.682 0.4241
H 1.172 -0.047 5.143 0.5397
O -0.433 -5.457 1.224 -0.5645
S -0.471 -4.075 1.816 0.0476
N -0.229 -2.904 0.968 -0.0260
Cl -1.229 -4.788 -1.705 -0.2294
Ge 0.230 -6.275 -0.785 0.6760
Cl -1.085 -7.997 -0.550 -0.3569
Cl 1.428 -6.666 -2.636 -0.3818
```

Output
Relative energy (zero: lowest compared OMol25 entry of this formula, charge and spin) = 0.7894 eV
2S+1 = 2
Lowest unoccupied orbital energy (alpha / beta) = -1.41 / -1.91 eV
Max |F| = 1.07 eV/Å
Frontier orbital gap (alpha / beta) = 6.24 / 5.74 eV